# 1
131
Properties=species:S:1:pos:R:3:lowdin_charge:R:1 method="wB97M-V/def2-TZVPD" gap_ev=7.582 energy_ha=-6157.7488 relative_energy_kj_mol=508.85
Mg 1.8854 -1.3385 4.0792 0.500
O 4.1061 1.1028 1.6127 0.093
C 2.9981 1.1288 1.0568 -0.322
O 2.5833 1.9615 0.1626 0.256
B 1.2062 1.6168 -0.2703 -0.863
O 0.7097 0.5486 0.6676 0.256
C 1.7108 0.2633 1.4520 -0.263
O 1.7176 -0.5119 2.3999 0.082
O 1.1754 1.1232 -1.6406 0.218
C 0.3776 1.7441 -2.4611 -0.384
O 0.1940 1.5053 -3.6506 0.136
C -0.2590 2.8766 -1.6472 -0.211
O 0.3236 2.7901 -0.3543 0.193
O -1.0887 3.7568 -2.0502 0.103
As -0.0249 1.4771 5.4873 0.963
F 1.0253 1.0825 6.8582 -0.260
F -1.4030 0.4668 6.1594 -0.282
F -1.0153 1.8799 4.0180 -0.269
F 1.2645 2.4466 4.7613 -0.254
F 0.7863 0.0740 4.6902 -0.248
F -0.7427 2.9333 6.2502 -0.265
C 5.6681 2.9788 -0.4180 0.053
N 6.2979 3.7345 -1.5385 -0.472
O 6.2819 3.1794 -2.5743 0.085
O 6.8121 4.8520 -1.3778 0.040
H 4.7473 2.6049 -0.8657 0.096
H 5.7582 3.7154 0.3804 0.108
H 6.4147 2.1981 -0.2724 0.080
C 6.9622 -0.5889 0.3632 0.031
N 5.6773 -1.0103 -0.1610 -0.390
O 5.1398 -0.2731 -0.9812 0.085
O 5.0627 -1.9882 0.3751 0.016
H 7.6176 -0.3050 -0.4602 0.113
H 7.3822 -1.4416 0.8967 0.100
H 6.7340 0.2212 1.0557 0.098
C -7.9838 5.2320 -1.5661 -0.100
O -6.6943 5.6965 -2.0072 -0.180
C -6.5107 5.5027 -3.4000 -0.198
C -5.3059 6.3723 -3.9607 -0.209
O -4.1142 6.6126 -3.3020 -0.173
C -3.5420 5.4391 -2.6999 -0.095
H -7.9477 4.1564 -1.3930 0.084
H -8.7716 5.4032 -2.2997 0.074
H -8.3842 5.7472 -0.6930 0.083
H -7.4377 5.7060 -3.9361 0.110
H -6.3519 4.4466 -3.6178 0.097
H -5.6111 7.4121 -4.0778 0.121
H -5.0545 5.9197 -4.9199 0.116
H -4.1570 4.5805 -2.4303 0.074
H -3.0181 5.6702 -1.7724 0.089
H -3.0039 5.0161 -3.5482 0.082
C -3.0462 0.4849 1.3237 -0.065
O -3.2657 -0.3469 0.1797 -0.195
C -2.5976 -0.0527 -1.0247 -0.196
C -2.7530 -1.1995 -2.0088 -0.187
O -4.1518 -1.3218 -2.2149 -0.194
C -4.5763 -2.3853 -3.0630 -0.103
H -3.4410 1.4773 1.1062 0.092
H -1.9594 0.5569 1.2824 0.065
H -3.5180 0.1294 2.2398 0.092
H -1.5272 0.0195 -0.8321 0.111
H -3.0601 0.8401 -1.4455 0.136
H -2.2906 -2.0985 -1.6012 0.123
H -2.2890 -0.8320 -2.9241 0.111
H -4.3075 -3.3315 -2.5932 0.076
H -4.2106 -2.4213 -4.0892 0.089
H -5.6560 -2.5107 -2.9814 0.088
C 4.0227 0.4066 5.0774 -0.032
O 3.7036 -0.8992 4.6369 -0.273
C 4.7383 -1.5860 3.8607 -0.096
C 4.1274 -2.9681 3.7507 -0.056
O 2.7269 -2.7584 3.2068 -0.210
C 2.4801 -3.6687 2.2395 -0.118
H 5.0439 0.5097 5.4444 0.107
H 3.3313 0.7029 5.8662 0.094
H 3.9182 1.0754 4.2231 0.097
H 5.6919 -1.5650 4.3883 0.143
H 4.8806 -1.0252 2.9370 0.115
H 4.3417 -3.4685 4.6951 0.134
H 4.7270 -3.5858 3.0821 0.137
H 1.4596 -3.4796 1.9065 0.100
H 2.4943 -4.7297 2.4888 0.118
H 3.1483 -3.5906 1.3819 0.097
C 1.7362 -2.2045 -1.0710 -0.066
O 1.8380 -3.5178 -1.6936 -0.186
C 1.0991 -4.5690 -1.0018 -0.173
C 1.6558 -5.8720 -1.5316 -0.160
O 0.9508 -6.8935 -0.7603 -0.207
C 1.0179 -8.2186 -1.2973 -0.116
H 2.2853 -2.0986 -0.1354 0.054
H 0.6783 -2.0165 -0.8877 0.084
H 2.1369 -1.4693 -1.7689 0.095
H 0.0307 -4.4198 -1.1575 0.127
H 1.2850 -4.4704 0.0677 0.090
H 2.6888 -5.9948 -1.2062 0.125
H 1.5858 -6.0132 -2.6102 0.130
H 2.0320 -8.5892 -1.4468 0.078
H 0.6390 -8.3120 -2.3150 0.080
H 0.4877 -8.9280 -0.6619 0.085
C -1.5600 3.6776 -7.4166 -0.031
O -2.5867 2.8443 -6.6541 -0.208
C -2.2604 1.4959 -6.3929 -0.209
C -3.0737 1.0592 -5.1719 -0.197
O -4.4655 1.0258 -5.4360 -0.193
C -5.3827 1.2046 -4.3697 -0.084
H -0.6668 3.8103 -6.8062 0.081
H -1.9174 4.6924 -7.5912 0.070
H -1.4942 3.3089 -8.4402 0.076
H -1.2173 1.4926 -6.0765 0.112
H -2.5391 0.8731 -7.2429 0.124
H -2.8682 1.7720 -4.3732 0.122
H -2.8102 0.0306 -4.9258 0.109
H -5.2336 0.4485 -3.5989 0.066
H -6.4021 1.1581 -4.7529 0.091
H -5.1466 2.1530 -3.8871 0.072
C -1.0095 -1.8097 3.2353 -0.018
O 0.1635 -2.2215 3.9721 -0.240
C -0.1648 -3.1517 4.9500 -0.153
C 0.6217 -2.7842 6.1662 -0.156
O 1.9599 -2.4655 5.8476 -0.235
C 2.8138 -2.3531 7.0127 -0.013
H -0.7776 -1.1724 2.3820 0.086
H -1.6531 -1.1272 3.7902 0.095
H -1.7050 -2.5980 2.9471 0.114
H 0.1002 -4.1155 4.5153 0.146
H -1.2206 -3.2550 5.2006 0.152
H 0.6946 -3.5268 6.9607 0.138
H 0.2010 -1.9639 6.7478 0.140
H 3.8658 -2.2510 6.7461 0.096
H 2.8154 -3.2389 7.6479 0.101
H 2.3885 -1.5213 7.5742 0.110

=====

# 2
120
Properties=species:S:1:pos:R:3:lowdin_charge:R:1 method="wB97M-V/def2-TZVPD" smiles="CN(C)C=O.CN(C)C=O.CN(C)C=O.CN(C)C=O.CN(C)C=O.CN(C)C=O.BrCCBr.BrCCBr.BrCCBr.BrCCBr.BrCCBr.BrCCBr" gap_ev=8.837 energy_ha=-32850.7336 relative_energy_kj_mol=348.46
C -3.5292 3.3994 -0.9725 -0.083
N -3.2865 4.5082 -1.8834 -0.150
C -3.0042 4.0462 -3.2983 -0.068
C -3.3926 5.7867 -1.4664 -0.374
O -3.1740 6.7774 -2.1394 -0.003
H -2.6504 2.7689 -0.8373 0.052
H -4.4156 2.7844 -1.1282 0.083
H -3.6341 3.8323 0.0223 0.067
H -2.7984 4.8953 -3.9500 0.069
H -2.1782 3.3730 -3.5279 0.063
H -3.8464 3.6117 -3.8368 0.069
H -3.7854 5.7815 -0.4379 0.131
C 1.1048 -2.8301 -2.6731 -0.077
N 0.1810 -3.0335 -3.8092 -0.185
C -0.1016 -4.4355 -3.9444 -0.081
C -0.3280 -2.0352 -4.6059 -0.295
O -1.0413 -2.2462 -5.6165 -0.023
H 1.2833 -1.7712 -2.4861 0.058
H 2.0125 -3.3923 -2.8926 0.038
H 0.5934 -3.1772 -1.7753 0.058
H -0.5584 -4.8287 -3.0362 0.066
H -0.8108 -4.6950 -4.7304 0.093
H 0.7571 -5.1059 -3.9807 0.087
H -0.0541 -1.0396 -4.2240 0.129
C 0.6244 -6.6399 4.2700 -0.047
N 0.4321 -5.2595 3.8064 -0.188
C -0.0934 -4.3746 4.7928 -0.085
C 0.8860 -4.9446 2.5660 -0.321
O 0.9680 -3.8340 2.0506 -0.002
H -0.3305 -7.1387 4.4361 0.092
H 1.2425 -6.6168 5.1676 0.090
H 1.2610 -7.1772 3.5670 0.081
H -0.9522 -4.7656 5.3384 0.086
H 0.6916 -4.0060 5.4530 0.079
H -0.5327 -3.4947 4.3229 0.072
H 1.3136 -5.8444 2.0972 0.132
C 0.4287 -0.9739 0.2641 -0.089
N 0.7242 0.1140 -0.7319 -0.127
C 2.1782 0.1965 -0.9349 -0.116
C -0.1517 0.9311 -1.3284 -0.408
O 0.1322 1.7735 -2.1227 0.010
H -0.4601 -1.5059 -0.0749 -0.020
H 0.3675 -0.6913 1.3150 0.023
H 1.3309 -1.5706 0.3985 0.073
H 2.5178 1.1510 -1.3370 0.069
H 2.5992 0.1774 0.0703 0.044
H 2.6367 -0.6171 -1.4970 0.037
H -1.1640 0.8414 -0.9047 0.055
C 2.7505 -1.7323 5.7475 -0.042
N 3.6651 -1.3114 4.6031 -0.155
C 5.1287 -1.1262 4.8650 -0.018
C 3.0942 -1.5577 3.4509 -0.353
O 3.8001 -1.7007 2.3963 -0.054
H 3.0143 -1.2773 6.7022 0.085
H 2.9011 -2.7915 5.9561 0.079
H 1.7110 -1.5347 5.4855 0.037
H 5.5610 -2.0466 5.2575 0.080
H 5.7808 -1.0091 3.9995 0.084
H 5.4040 -0.4082 5.6375 0.084
H 1.9995 -1.6569 3.5140 0.082
C -5.2316 1.0625 -4.4137 -0.046
N -3.8086 0.9163 -4.7869 -0.173
C -2.9824 0.2138 -3.7898 -0.062
C -3.2285 1.3362 -5.9445 -0.314
O -2.0101 1.3757 -6.2317 -0.016
H -5.6479 1.6569 -5.2271 0.078
H -5.2956 1.7003 -3.5320 0.073
H -5.8304 0.1529 -4.4595 0.091
H -3.2364 0.4511 -2.7567 0.068
H -3.2604 -0.8394 -3.8305 0.071
H -1.8962 0.2903 -3.8395 0.067
H -3.9698 1.8150 -6.6028 0.128
Br 5.3744 0.4784 -0.4404 0.660
C 6.1201 -1.3316 -0.6360 -0.641
C 5.0543 -2.4426 -0.9189 -0.642
Br 4.6973 -2.4452 -2.8185 0.679
H 6.6720 -1.4342 0.2984 0.043
H 6.8624 -1.2402 -1.4288 0.034
H 4.1374 -2.3470 -0.3372 0.041
H 5.4371 -3.4499 -0.7551 0.050
Br -6.3450 1.9749 3.6366 0.586
C -4.6983 1.8937 2.5283 -0.687
C -3.7860 0.6926 2.8121 -0.640
Br -2.4474 0.6136 1.4062 0.716
H -4.1332 2.7900 2.7844 0.051
H -5.0005 1.9837 1.4849 0.034
H -4.3744 -0.2248 2.7991 0.053
H -3.2446 0.7949 3.7526 0.049
Br -2.3561 -2.5915 -1.2846 0.697
C -2.2241 -3.9042 0.2104 -0.581
C -3.0716 -3.2259 1.3451 -0.659
Br -3.2341 -4.5423 2.8121 0.611
H -1.1594 -3.9708 0.4338 0.031
H -2.5328 -4.8799 -0.1650 0.058
H -4.1156 -3.0499 1.0860 0.041
H -2.6477 -2.3243 1.7874 0.009
Br -0.0476 5.3810 -2.7260 0.828
C 0.5304 5.1057 -4.5584 -0.653
C 1.0890 3.7197 -4.8479 -0.698
Br 1.8731 3.5778 -6.6194 0.633
H 1.1747 5.9451 -4.8201 0.055
H -0.3722 5.2393 -5.1546 0.051
H 0.3408 2.9314 -4.7649 0.044
H 1.8477 3.6363 -4.0697 0.050
Br 2.6262 4.1821 5.4998 0.620
C 1.2807 2.7635 5.4671 -0.715
C 1.7913 1.6171 4.5814 -0.593
Br 0.1376 0.5319 4.0277 0.598
H 0.3568 3.1358 5.0245 0.014
H 1.0509 2.3432 6.4461 0.060
H 2.6413 1.0099 4.8925 0.046
H 2.2140 1.9988 3.6521 0.014
Br 0.8333 4.2265 2.2205 0.606
C 1.3528 4.0711 0.2863 -0.619
C 2.0078 5.4105 -0.2256 -0.670
Br 3.7450 5.6828 0.7602 0.525
H 0.4620 3.9127 -0.3217 0.001
H 2.0450 3.2422 0.1388 0.045
H 1.4195 6.2851 0.0521 0.038
H 2.2094 5.5485 -1.2878 -0.006

=====

The calculation returns the following HOMO level values, one per record and in order: -8.637; -8.934 eV.